{"formula": "C27H60O15S6", "method": "ωB97M-V with the def2-TZVPD basis set", "total_energy_ev": -124691.8190, "smiles": "O=S1(=O)CCCC1.O=S1(=O)CCCC1.O=S1(=O)CCCC1.O=S1(=O)CCCC1.O=S1(=O)CCCC1.O=S1(=O)CCCC1.CO.CO.CO", "orbital_gap_ev": 10.1, "e_above_lowest_kj_mol": 37.6, "lumo_energy_ev": 0.3, "spin_multiplicity": 1, "homo_ev": -9.843, "elements": ["C", "O", "H", "H", "H", "H", "C", "O", "H", "H", "H", "H", "C", "O", "H", "H", "H", "H", "C", "C", "C", "S", "O", "O", "C", "H", "H", "H", "H", "H", "H", "H", "H", "C", "C", "C", "S", "O", "O", "C", "H", "H", "H", "H", "H", "H", "H", "H", "C", "C", "C", "S", "O", "O", "C", "H", "H", "H", "H", "H", "H", "H", "H", "C", "C", "C", "S", "O", "O", "C", "H", "H", "H", "H", "H", "H", "H", "H", "C", "C", "C", "S", "O", "O", "C", "H", "H", "H", "H", "H", "H", "H", "H", "C", "C", "C", "S", "O", "O", "C", "H", "H", "H", "H", "H", "H", "H", "H"], "positions_angstrom": [[2.5648, -0.2147, -3.8413], [2.2485, -1.1295, -2.7625], [3.5470, -0.3635, -4.2512], [1.7713, -0.4800, -4.5702], [2.4704, 0.8629, -3.6130], [1.5445, -0.7246, -2.2563], [0.7491, -1.4156, 0.4157], [0.4912, -0.4322, -0.5334], [0.2107, -2.3939, 0.1934], [1.8032, -1.5833, 0.4037], [0.5462, -1.1691, 1.4614], [-0.3809, -0.6576, -0.9219], [-0.7129, -3.5120, 3.3701], [-0.5275, -2.2191, 3.9443], [-1.2187, -4.1155, 4.1391], [-1.3515, -3.5372, 2.4977], [0.2647, -3.9681, 3.1309], [-1.0358, -1.6250, 3.3562], [4.0573, -3.4579, 0.1743], [5.1703, -2.7151, -0.6271], [4.9699, -1.2587, -0.4401], [4.7866, -1.1513, 1.4226], [3.8125, -0.1635, 1.7304], [6.0975, -1.1984, 2.0925], [4.0667, -2.7915, 1.5718], [4.3399, -4.5072, 0.1063], [3.0881, -3.3806, -0.2480], [5.1417, -2.9250, -1.6906], [6.0874, -3.0387, -0.1903], [4.0037, -1.0454, -0.9041], [5.8054, -0.6523, -0.7443], [3.0591, -2.7226, 1.9108], [4.6046, -3.3664, 2.3141], [-4.5625, 1.2279, 1.0619], [-3.2137, 1.7453, 1.7139], [-2.1670, 1.1833, 0.7888], [-2.6616, -0.5367, 0.3830], [-2.2276, -1.4938, 1.3915], [-2.4093, -0.8663, -1.0218], [-4.4207, -0.2482, 0.6850], [-4.7172, 1.7466, 0.1126], [-5.4558, 1.3424, 1.7392], [-3.1354, 1.3268, 2.6788], [-3.2752, 2.8469, 1.7245], [-1.1409, 1.2108, 1.1117], [-2.1542, 1.8216, -0.0784], [-4.7529, -0.9214, 1.4713], [-4.9177, -0.4134, -0.2484], [1.1121, -0.1047, 6.8652], [2.3229, -0.2592, 5.9553], [1.8964, -0.2001, 4.5030], [0.6743, 1.0796, 4.5317], [-0.3326, 0.9535, 3.4870], [1.3678, 2.3713, 4.6036], [0.0199, 0.6503, 6.1436], [1.3756, 0.4065, 7.8073], [0.6601, -1.0370, 7.1117], [2.8547, -1.2145, 6.1429], [3.1129, 0.5369, 6.0657], [1.3402, -1.0294, 4.1499], [2.6844, 0.1670, 3.8911], [-0.7868, -0.0220, 5.8365], [-0.3807, 1.5720, 6.6457], [-2.9257, 3.9819, -4.1580], [-1.9213, 5.0268, -3.7145], [-0.6723, 4.7904, -4.4912], [-0.6347, 2.9914, -4.7091], [0.3174, 2.3933, -3.8240], [-0.5608, 2.7027, -6.0935], [-2.2118, 2.6407, -3.9844], [-3.1381, 4.1689, -5.2081], [-3.8221, 4.0841, -3.5838], [-1.7328, 5.0021, -2.6097], [-2.2466, 6.0254, -3.8024], [0.3098, 5.0332, -3.9653], [-0.6688, 5.2229, -5.4820], [-2.1305, 2.4396, -2.8846], [-2.6551, 1.7836, -4.5676], [2.1374, 3.1046, 0.7192], [1.6588, 4.1048, 1.8156], [0.1679, 4.1269, 1.4767], [0.0641, 4.3391, -0.3276], [0.1239, 5.7117, -0.7373], [-1.1508, 3.5980, -0.6751], [1.5219, 3.4508, -0.6956], [1.7254, 2.1301, 0.9871], [3.1816, 2.9527, 0.5899], [2.0691, 5.1156, 1.6052], [1.8970, 3.6762, 2.7738], [-0.5354, 4.8917, 1.8398], [-0.3042, 3.1350, 1.5527], [2.2717, 4.0493, -1.3278], [1.2616, 2.5263, -1.2873], [-3.3735, -4.5035, -4.3782], [-2.0606, -3.7187, -4.2525], [-1.9477, -3.3487, -2.7829], [-2.5169, -4.8402, -1.8266], [-3.4947, -4.5058, -0.8084], [-1.4050, -5.6840, -1.5423], [-3.4497, -5.5421, -3.2340], [-3.5474, -5.0421, -5.3546], [-4.1569, -3.8588, -4.0483], [-2.1799, -2.8568, -4.9331], [-1.2089, -4.3330, -4.6003], [-2.4597, -2.4516, -2.5361], [-0.9532, -3.0535, -2.4425], [-4.4598, -5.7959, -2.8718], [-2.9666, -6.4547, -3.5139]], "forces_ev_per_a": [[-2.0, -0.3, -0.2], [1.3, 0.5, -0.2], [0.4, -0.5, 0.0], [0.8, 0.7, -0.3], [-0.1, -0.6, 0.3], [-0.3, 0.2, 0.5], [-0.1, -2.1, 0.6], [-1.3, 0.5, -0.8], [0.6, 1.1, 0.2], [0.8, -0.4, -0.2], [-0.5, 0.5, -0.1], [0.4, 0.5, 0.1], [0.2, -0.8, 1.0], [-0.6, 0.5, -1.1], [0.3, -0.2, -0.3], [0.0, 0.4, -0.3], [-0.4, 0.2, 0.1], [0.4, 0.0, 0.4], [1.8, 0.5, -0.1], [-1.0, -0.7, -0.2], [-0.4, 0.0, 1.6], [2.1, -1.6, -1.3], [-0.8, 1.3, 0.8], [-1.6, 0.4, -0.9], [0.0, -1.2, -0.4], [-0.2, -0.1, 0.7], [-0.8, 0.3, -0.7], [0.1, -0.4, -0.1], [1.0, -0.2, 0.0], [0.1, 0.8, 0.1], [0.1, 0.4, -0.1], [-0.8, 0.5, 0.4], [0.4, 0.1, 0.1], [-0.1, 0.1, 0.8], [-1.8, -0.4, -1.4], [0.4, 0.0, -0.3], [-0.6, 0.2, 0.6], [0.2, 0.7, -0.4], [0.1, 0.5, 0.8], [0.4, 0.4, 0.1], [-0.2, 0.4, 0.3], [0.9, 0.2, -0.8], [0.2, -0.2, 1.3], [0.5, -0.5, 0.1], [0.3, -0.4, 0.6], [-0.2, -0.4, -0.9], [0.2, -0.2, -0.1], [-0.4, -0.5, -0.4], [0.2, 1.0, 0.8], [1.9, -0.3, -0.1], [-0.6, 1.0, 0.8], [0.4, 2.0, -0.4], [0.2, -0.3, 0.4], [-0.5, -0.9, 0.1], [-1.1, 1.0, -0.6], [0.0, -0.3, -0.4], [0.1, -1.0, 0.3], [-0.3, 0.5, 0.0], [-1.0, -0.6, 0.3], [-0.1, -1.2, -0.5], [0.5, -0.1, -0.9], [-0.2, 0.1, 0.4], [0.4, -0.9, -0.6], [0.2, 0.2, -0.2], [0.3, 0.1, 2.1], [2.2, -0.5, 0.6], [0.3, 0.5, 1.7], [1.1, -0.3, 0.5], [-0.3, -0.5, -1.6], [-1.4, -0.4, -0.1], [-0.3, -0.1, -0.2], [-0.7, -0.2, 0.3], [0.0, -0.6, -0.9], [-0.7, 1.2, -0.7], [-1.4, -0.1, -0.6], [-0.1, 0.1, -0.2], [0.3, -0.1, -1.1], [0.4, 0.9, 0.8], [-1.2, -0.2, -0.7], [-0.3, 0.2, -2.1], [-0.6, 0.2, -0.7], [-1.6, -0.7, 1.2], [0.4, 0.5, -0.2], [0.6, 0.3, -0.5], [2.1, -0.7, -1.0], [0.1, -0.1, 0.1], [1.0, 0.2, 0.2], [0.0, -0.6, 0.6], [0.0, 0.3, 0.5], [0.6, -0.2, 0.4], [0.3, 0.3, 0.5], [-1.4, -0.6, 0.9], [0.1, 1.0, 0.7], [-0.1, -1.6, 0.6], [-0.2, -0.5, -0.8], [1.0, -0.4, 0.3], [-1.9, 1.2, -1.5], [0.8, 0.1, -0.1], [0.9, -0.4, 0.4], [0.3, 0.0, 0.2], [0.1, 1.0, 0.9], [-0.9, 0.9, -0.9], [0.5, -0.1, 0.5], [-0.3, 0.3, 0.2], [-1.4, 0.3, 0.3], [0.3, -0.7, -0.1], [0.4, 0.4, -0.2], [0.5, -0.6, 0.0]], "mulliken_charge": [-0.5722, -0.4281, 0.3319, 0.2349, 0.1603, 0.2807, 0.1387, 0.3399, 0.2548, -0.5537, -0.0091, -0.1657, -0.6251, -0.4374, 0.2642, 0.2265, 0.2276, 0.3137, -0.5592, -0.8195, -0.3664, 0.8744, -0.3466, -0.7119, -0.2279, 0.3922, 0.1108, 0.4049, 0.3964, 0.0371, 0.5060, -0.0616, 0.5528, -0.7396, -0.6198, 0.6766, 1.4059, -0.8045, -0.8147, -0.8648, 0.3163, 0.3438, 0.3529, 0.3249, -0.2172, -0.2647, 0.4379, 0.3781, -0.6408, -0.8070, -0.1908, 1.0882, -0.5750, -0.7804, -0.7491, 0.2894, 0.3298, 0.3741, 0.3270, 0.1315, 0.3371, 0.3082, 0.4605, -0.8771, 0.0488, -0.7522, 0.9461, -0.4638, -0.7191, -0.0200, 0.3293, 0.4116, -0.3222, 0.4970, 0.3320, 0.3640, -0.2077, 0.4365, -0.2996, -0.8483, -0.1445, 1.0647, -0.7129, -0.5582, -0.3351, -0.2449, 0.6447, 0.3714, 0.3723, 0.4960, -0.3063, 0.4150, 0.0470, -0.6424, -0.6018, -0.3342, 1.2236, -0.6457, -0.6651, -0.8084, 0.3373, 0.3209, 0.3022, 0.3082, 0.2832, 0.2555, 0.3490, 0.3761]}



{"formula": "C27H63InN10O12", "method": "ωB97M-V with the def2-TZVPD basis set", "total_energy_ev": -73658.5354, "charge": 1, "orbital_gap_ev": [8.5, 3.6], "lumo_energy_ev": [-2.0, -7.0], "spin_multiplicity": 2, "homo_ev": [-10.558, -10.558], "elements": ["In", "N", "O", "O", "O", "C", "C", "O", "N", "C", "H", "H", "H", "H", "H", "H", "H", "C", "C", "O", "N", "C", "H", "H", "H", "H", "H", "H", "H", "C", "C", "O", "N", "C", "H", "H", "H", "H", "H", "H", "H", "C", "C", "O", "N", "C", "H", "H", "H", "H", "H", "H", "H", "C", "C", "O", "N", "C", "H", "H", "H", "H", "H", "H", "H", "C", "C", "O", "N", "C", "H", "H", "H", "H", "H", "H", "H", "C", "C", "O", "N", "C", "H", "H", "H", "H", "H", "H", "H", "C", "C", "O", "N", "C", "H", "H", "H", "H", "H", "H", "H", "C", "C", "O", "N", "C", "H", "H", "H", "H", "H", "H", "H"], "positions_angstrom": [[-1.9372, 3.0234, 0.9324], [-0.2103, 0.0221, -0.0807], [-0.0071, 0.9713, -0.8170], [0.5109, -1.0042, -0.0986], [-1.1216, 0.1522, 0.7181], [-1.0053, 4.9117, -3.9996], [-0.9189, 3.8395, -2.9111], [-1.4142, 3.9545, -1.7590], [-0.3672, 2.6560, -3.3215], [0.3207, 2.3790, -4.5566], [-2.0027, 4.9454, -4.4380], [-0.2070, 4.8444, -4.7388], [-0.8631, 5.8818, -3.5234], [-0.4785, 1.9005, -2.6605], [1.3504, 2.7275, -4.4769], [-0.1509, 2.7682, -5.4590], [0.5010, 1.3178, -4.7281], [1.7255, -5.0241, 5.1694], [2.4221, -3.8512, 4.5011], [3.3186, -3.2723, 5.1166], [2.0397, -3.5385, 3.2714], [2.5813, -2.3877, 2.5590], [1.1946, -5.6847, 4.4838], [1.0618, -4.5839, 5.9135], [2.3796, -5.7040, 5.7153], [1.5258, -4.1937, 2.6998], [1.9970, -2.1803, 1.6625], [3.5916, -2.5161, 2.1704], [2.4953, -1.4164, 3.0461], [1.7934, 2.2697, 4.3341], [1.8036, 1.8787, 2.8878], [0.8431, 2.0825, 2.1715], [2.9506, 1.4235, 2.4635], [3.1054, 1.0673, 1.0938], [0.9884, 1.7247, 4.8272], [1.5291, 3.3222, 4.4363], [2.7179, 2.0935, 4.8840], [3.7465, 1.4316, 3.0853], [3.5232, 0.0617, 1.1425], [3.8749, 1.6999, 0.6513], [2.2381, 0.9709, 0.4407], [0.6421, -7.8300, 0.5890], [1.1144, -6.4027, 0.7894], [1.5473, -5.9678, 1.8645], [1.0761, -5.5992, -0.2807], [1.4886, -4.2153, -0.2581], [0.4196, -7.9858, -0.4666], [-0.3416, -7.8612, 1.0576], [1.3494, -8.5375, 1.0217], [0.6332, -5.9365, -1.1235], [1.0267, -3.7734, 0.6248], [1.2869, -3.5782, -1.1192], [2.5756, -4.2563, -0.1879], [2.4653, 5.7667, -0.4711], [1.6367, 4.4622, -0.3092], [0.6188, 4.4290, 0.4210], [1.9530, 3.4193, -1.1338], [3.1376, 3.3228, -1.9655], [2.0069, 6.5949, 0.0694], [2.4417, 5.9843, -1.5388], [3.4927, 5.6174, -0.1389], [1.4322, 2.5544, -1.1031], [3.2477, 4.0118, -2.8029], [3.2198, 2.3057, -2.3487], [4.0040, 3.4566, -1.3178], [-6.4171, 0.6508, 0.3019], [-5.0545, 0.3457, 0.9845], [-4.2388, 1.2511, 1.1684], [-4.8700, -0.9129, 1.3109], [-3.7926, -1.4941, 2.0436], [-6.7774, 1.5914, 0.7183], [-7.2088, -0.0794, 0.4704], [-6.3677, 0.6974, -0.7860], [-5.5221, -1.6183, 0.9990], [-4.1692, -2.4797, 2.3174], [-3.4416, -0.9354, 2.9112], [-2.9548, -1.5937, 1.3536], [2.8604, -1.1543, -6.4924], [2.8630, -0.5344, -5.1501], [2.9173, 0.7096, -5.0532], [2.7150, -1.3320, -4.0841], [2.5327, -0.7273, -2.7504], [2.8741, -0.3991, -7.2783], [1.9079, -1.6369, -6.7117], [3.6992, -1.8300, -6.6592], [2.5217, -2.3132, -4.2257], [3.3957, -0.1240, -2.4688], [2.5786, -1.5467, -2.0330], [1.5580, -0.2690, -2.5833], [-2.3813, 0.7758, 5.6905], [-1.8489, 0.7374, 4.2708], [-2.2602, 1.5805, 3.4700], [-1.0682, -0.2302, 3.7849], [-0.4192, -1.2789, 4.5040], [-3.1033, 1.5773, 5.8468], [-1.6374, 0.7291, 6.4858], [-3.0511, -0.0825, 5.7441], [-0.7553, -0.1117, 2.8319], [0.6653, -1.2029, 4.4257], [-0.7474, -2.2477, 4.1273], [-0.6110, -1.2033, 5.5743], [-2.5847, -0.2918, -3.0534], [-3.2735, 1.0125, -2.6660], [-2.9246, 1.5531, -1.6385], [-4.1303, 1.6170, -3.5299], [-4.8369, 2.8688, -3.2665], [-2.7082, -0.6174, -4.0863], [-3.0581, -1.0528, -2.4331], [-1.5280, -0.1437, -2.8305], [-4.1887, 1.2285, -4.4604], [-5.1186, 3.0506, -2.2293], [-5.7297, 2.8338, -3.8907], [-4.2307, 3.6870, -3.6553]], "forces_ev_per_a": [[1.2, -2.2, -0.8], [1.6, -1.1, 0.0], [1.1, 1.5, -2.0], [-0.7, 0.6, 0.0], [-2.0, -0.1, 2.1], [0.5, 0.6, 1.2], [-0.5, -1.4, 0.3], [0.6, 0.4, -1.4], [-1.1, 0.6, 0.7], [1.0, -0.1, -0.4], [0.1, -0.3, -0.1], [-0.3, -0.3, -0.1], [-0.1, 0.0, 0.1], [0.1, 0.0, 0.3], [0.0, 0.4, -0.3], [-0.1, 0.1, 0.2], [-0.5, -0.1, 0.4], [-0.3, -0.3, -0.2], [1.6, -1.2, 1.8], [-0.7, 0.4, -0.5], [-0.3, 1.5, -1.4], [-0.3, 0.3, -0.9], [-0.3, 0.4, -0.1], [-0.3, -0.2, 0.0], [0.5, 0.5, 0.0], [0.1, -0.3, 0.3], [-0.3, -0.5, -0.1], [0.3, -0.1, 0.5], [0.3, -0.3, 0.8], [-0.5, 0.1, 0.8], [-0.5, 1.6, 1.8], [-1.3, -0.3, -0.8], [0.4, -0.2, -0.5], [1.9, -1.4, -0.7], [0.0, -0.1, 0.1], [0.0, 0.0, -0.2], [0.0, -0.1, -0.2], [-0.2, -0.2, -0.3], [0.2, -0.2, -0.5], [-0.2, 0.1, -0.3], [-0.3, 0.6, 0.7], [-0.5, 1.0, -0.2], [0.9, 0.3, 1.0], [-0.5, -0.6, -0.5], [-1.1, -0.1, -2.0], [0.7, -0.1, 0.9], [0.4, -0.4, 0.0], [0.1, -0.4, 0.4], [-0.3, 0.1, -0.1], [0.2, -0.1, 0.2], [0.3, 0.4, -0.2], [-0.6, -0.7, -0.2], [0.1, 0.5, 0.5], [-0.7, -1.1, 0.1], [-1.3, -0.3, -0.5], [0.8, 0.2, -0.3], [0.0, 0.8, 0.2], [0.9, -0.2, 0.6], [0.0, -0.3, 0.1], [0.3, 0.1, 0.0], [0.0, 0.0, -0.1], [-0.6, 0.3, 0.5], [-0.5, 0.1, 0.1], [-0.2, 0.1, -0.1], [0.3, 0.1, -0.2], [0.1, -0.1, 0.4], [-1.0, 1.7, -1.4], [0.1, 0.0, 0.3], [-0.8, -1.2, 0.3], [1.0, -0.5, -0.4], [0.1, 0.1, -0.3], [0.2, -0.3, 0.4], [0.5, 0.4, 0.0], [-0.3, 0.7, 0.0], [0.5, 0.0, 0.3], [-0.4, 0.1, -0.1], [0.4, -0.2, 0.3], [-0.2, -0.3, -1.4], [-0.3, 2.5, -0.3], [0.1, -1.5, 0.4], [-0.2, 0.4, 0.9], [0.4, -1.5, 0.2], [0.4, 0.3, 0.4], [0.0, -0.6, 0.4], [-0.2, -0.2, 0.1], [0.1, 0.2, 0.1], [-0.3, 0.4, -0.4], [-0.2, -0.1, 0.0], [0.2, 0.4, -0.3], [-0.5, -0.7, -0.3], [-0.1, 0.5, -0.7], [-0.5, 1.5, -0.5], [0.4, 0.0, 0.6], [0.4, -0.4, 0.8], [0.6, 0.4, -0.3], [0.0, 0.0, -0.2], [0.3, -0.5, 0.4], [-0.3, 0.3, -0.3], [0.0, -0.1, -0.2], [0.1, -0.1, 0.1], [-0.3, -0.1, -0.1], [-0.8, 0.3, -0.2], [0.8, 0.6, -1.0], [-0.3, 0.2, 1.3], [-0.1, -0.8, 0.3], [0.2, -0.1, -1.0], [-0.1, 0.2, -0.1], [0.4, -0.2, 0.2], [-0.1, -0.4, 0.2], [-0.2, 0.0, 0.2], [0.3, -0.4, -0.1], [-0.2, 0.1, 0.2], [0.0, 0.3, 0.4]], "lowdin_spin": [0.4611, 0.0004, -0.0007, 0.0112, 0.0819, 0.0041, 0.0041, 0.0747, -0.0006, -0.0002, 0.0001, 0.0006, 0.0000, 0.0001, 0.0000, 0.0000, 0.0000, 0.0000, 0.0000, 0.0000, 0.0000, 0.0000, 0.0000, 0.0000, 0.0000, 0.0000, 0.0000, 0.0000, 0.0000, 0.0002, 0.0008, 0.0153, 0.0004, 0.0000, 0.0000, 0.0000, 0.0000, 0.0001, 0.0000, 0.0000, 0.0000, 0.0000, 0.0000, 0.0000, 0.0000, 0.0000, 0.0000, 0.0000, 0.0000, 0.0000, 0.0000, 0.0000, 0.0000, 0.0098, 0.0081, 0.1228, 0.0013, 0.0000, 0.0000, 0.0009, 0.0006, 0.0000, 0.0000, 0.0001, 0.0000, -0.0002, 0.0016, 0.0471, 0.0013, 0.0001, 0.0000, 0.0000, 0.0000, 0.0002, 0.0000, 0.0001, -0.0001, 0.0000, 0.0000, 0.0000, 0.0000, 0.0001, 0.0000, 0.0000, 0.0000, 0.0000, 0.0000, 0.0001, 0.0000, 0.0081, 0.0077, 0.1099, 0.0064, 0.0005, 0.0001, 0.0010, 0.0003, -0.0003, 0.0000, 0.0005, 0.0000, 0.0004, 0.0005, 0.0176, -0.0001, 0.0000, 0.0001, 0.0000, 0.0000, 0.0000, 0.0000, 0.0000, 0.0000]}